1.
Here is C4H9O3 in the gas phase in a non-equilibrium geometry from OMol25. Energies are from ωB97M-V/def2-TZVPD.

Each line ends with the Mulliken charge.
Atoms and positions in Å:
O -0.9086 -0.2105 0.2723  0.18
O 0.1961 0.0241 0.8846  -0.16
C -1.0669 0.4777 -2.7211  -1.16
C -1.8903 -0.5101 -1.8980  -0.49
C -1.1192 -1.3085 -0.7764  -0.16
C -1.9686 -2.4320 -0.1987  -0.56
O -2.0457 -3.5862 -1.0838  -0.51
H -1.7193 1.0830 -3.3590  0.34
H -0.4571 1.1631 -2.1112  0.29
H -0.3852 -0.1081 -3.3485  0.31
H -2.7064 0.0480 -1.3967  0.31
H -2.3814 -1.2651 -2.5730  0.32
H -0.1343 -1.6431 -1.1454  0.44
H -1.5311 -2.7262 0.7986  0.28
H -3.0404 -2.1192 -0.1122  0.26
H -2.5252 -4.2919 -0.6557  0.31

The HOMO energy (alpha / beta) is -3.9 / -10.2 eV. The LUMO energy (alpha / beta) is 1.00 / -2.53 eV. The maximum force comes out at 0.1710 hartree/bohr. The energy comes out at -383.1427 hartree. The calculation puts the relative energy (zero: lowest compared OMol25 entry of this formula, charge and spin) at 470.38 kJ/mol. The spin multiplicity is 4. The value obtained for the frontier orbital gap (alpha / beta) is 4.89 / 7.68 eV.

2.
Here is C31H60I2NO15P3Si as an isolated structure in a non-equilibrium geometry from OMol25. Energies are from ωB97M-V/def2-TZVPD.

Each line ends with the Mulliken charge.
Atoms and positions in Å:
C 3.5729 -0.7345 -2.7378  -0.94
Si 3.4616 0.6189 -4.0425  0.51
C 2.6578 -0.1536 -5.5593  -1.03
C 5.2295 1.1747 -4.4511  -1.14
O 2.5832 1.8564 -3.3378  -0.14
C 2.5114 3.0644 -4.0903  -0.31
C 1.0035 3.5243 -4.2441  -1.73
C 0.1203 2.5518 -3.5021  0.68
C -0.1193 2.6778 -2.1369  -0.05
C -0.9074 1.7422 -1.4739  -1.05
I -1.2581 1.9181 0.5794  0.11
C -1.4161 0.6985 -2.2219  1.40
C -1.2164 0.5556 -3.5909  -0.13
C -0.4389 1.5058 -4.2252  -0.28
C -1.8819 -0.6685 -4.1222  -0.09
O -1.9885 -1.0546 -5.2354  -0.55
N -2.3712 -1.3411 -2.9387  -0.40
I -1.1666 -3.0221 -2.7865  0.20
C -2.2623 -0.4836 -1.8057  0.02
O -2.7514 -0.6509 -0.7345  -0.52
H 3.8822 -0.2839 -1.7941  0.23
H 2.5928 -1.2009 -2.6051  0.18
H 4.2736 -1.4849 -3.1055  0.39
H 1.5762 -0.0343 -5.6225  0.24
H 2.8436 -1.2313 -5.5031  0.36
H 3.1260 0.1738 -6.4905  0.34
H 5.4087 2.0813 -3.8702  0.26
H 5.8933 0.3797 -4.1138  0.35
H 5.3322 1.3592 -5.5192  0.33
H 3.0121 3.0045 -5.0598  0.31
H 2.9834 3.8302 -3.4691  0.29
H 0.7685 3.4789 -5.3064  0.36
H 0.9044 4.5357 -3.8571  0.53
H 0.3408 3.5146 -1.6243  0.76
H -0.2435 1.3995 -5.2871  0.52
O 4.1524 -3.0969 3.0163  -0.78
P 2.7870 -2.6260 3.3500  0.97
O 2.4253 -1.4829 2.2628  -0.20
C 2.2137 -1.8548 0.8963  -0.30
C 0.8567 -2.5012 0.6869  -0.54
O 3.0891 -1.6869 4.6621  -0.32
C 4.2862 -1.8453 5.4236  -0.30
C 5.3148 -0.8055 5.0329  -1.16
O 1.2537 -2.8585 3.8212  -0.26
C 0.9906 -3.6260 5.0212  -0.33
C 0.7310 -2.7103 6.2042  -0.91
H 3.0186 -2.5163 0.5622  0.27
H 2.2767 -0.9352 0.3156  0.15
H 0.8030 -3.4739 1.1819  0.34
H 0.6612 -2.6500 -0.3762  -0.04
H 0.0656 -1.8796 1.1079  0.28
H 4.6858 -2.8538 5.3209  0.38
H 4.0168 -1.7147 6.4754  0.32
H 5.4927 -0.8073 3.9579  0.29
H 6.2619 -0.9872 5.5439  0.36
H 4.9643 0.1935 5.2974  0.29
H 1.8084 -4.3196 5.2267  0.31
H 0.0976 -4.2161 4.8178  0.35
H 1.6596 -2.4241 6.6933  0.14
H 0.1193 -3.2212 6.9491  0.39
H 0.2307 -1.7968 5.8872  0.28
O 1.2227 6.1596 0.4814  -0.63
P 2.0211 7.1300 1.2697  1.00
O 3.5497 6.9744 0.7516  -0.35
C 3.8900 7.4062 -0.5682  -0.25
C 3.9991 8.9174 -0.6629  -1.01
O 2.1272 6.3586 2.7123  -0.34
C 1.1973 5.3344 3.0726  -0.30
C 1.7857 3.9634 2.8260  -1.04
O 2.2626 8.5681 1.9756  -0.33
C 1.2504 9.0958 2.8691  -0.31
C 1.6194 8.8376 4.3189  -0.92
H 3.1579 7.0218 -1.2850  0.23
H 4.8528 6.9522 -0.8002  0.33
H 3.0243 9.3909 -0.5298  0.26
H 4.3901 9.2127 -1.6376  0.41
H 4.6560 9.3041 0.1156  0.25
H 0.2531 5.4584 2.5426  0.35
H 0.9822 5.4550 4.1378  0.32
H 2.1510 3.8653 1.8039  0.24
H 1.0423 3.1851 3.0051  0.31
H 2.6373 3.7860 3.4848  0.30
H 0.2676 8.6853 2.6293  0.30
H 1.2142 10.1699 2.6906  0.36
H 1.2758 7.8586 4.6456  0.14
H 1.1453 9.5772 4.9657  0.39
H 2.6987 8.8710 4.4584  0.28
O -7.7398 -5.2473 0.4089  -0.76
P -6.6115 -5.7777 -0.3932  1.05
O -6.2147 -4.6152 -1.4436  -0.32
C -5.6057 -3.4093 -0.9594  -0.45
C -4.1447 -3.6082 -0.6079  -0.35
O -7.3993 -6.8143 -1.3951  -0.36
C -8.6946 -7.3158 -1.0673  -0.30
C -9.7727 -6.5408 -1.7948  -1.17
O -5.2269 -6.6049 -0.5676  -0.27
C -5.1333 -7.9460 -0.0306  -0.34
C -5.3530 -8.9825 -1.1184  -0.92
H -6.1662 -3.0312 -0.0998  0.30
H -5.6946 -2.6782 -1.7623  0.31
H -4.0365 -4.2647 0.2601  0.32
H -3.6761 -2.6564 -0.3744  0.12
H -3.6095 -4.0745 -1.4339  0.03
H -8.8589 -7.3038 0.0097  0.38
H -8.7223 -8.3627 -1.3825  0.32
H -9.6766 -5.4694 -1.6218  0.29
H -10.7645 -6.8596 -1.4695  0.36
H -9.6933 -6.6994 -2.8715  0.30
H -5.8321 -8.0837 0.7970  0.31
H -4.1237 -8.0473 0.3667  0.35
H -6.4108 -9.2002 -1.2487  0.14
H -4.8623 -9.9197 -0.8510  0.38
H -4.9692 -8.6309 -2.0747  0.29

The HOMO energy is -9.2 eV. The LUMO energy is -1.15 eV. The maximum force comes out at 0.1262 hartree/bohr. The energy comes out at -4309.7193 hartree. The value obtained for the frontier orbital gap is 8.00 eV.